1.
{
  "formula": "C6H12O",
  "method": "wB97M-V/def2-TZVPD",
  "max_force_ev_per_a": 0.5,
  "energy_ev": -8461.8029,
  "multiplicity": 1,
  "homo_ev": -8.530,
  "relative_energy_kj_mol": 246.1,
  "elements": ["C", "C", "C", "C", "C", "C", "O", "H", "H", "H", "H", "H", "H", "H", "H", "H", "H", "H", "H"],
  "coordinates": [[2.1090, 0.1071, -0.8569], [1.0110, 0.1014, 0.2037], [-0.4001, -0.1476, -0.3476], [-0.5560, -1.5497, -0.9363], [-1.4446, 0.1126, 0.7596], [-1.6364, 1.6000, 0.8897], [-1.2360, 1.9533, 2.0975], [1.8994, 0.8535, -1.6325], [2.2073, -0.8668, -1.3485], [3.0806, 0.3499, -0.4135], [1.0196, 1.0633, 0.7337], [1.2302, -0.6638, 0.9630], [0.1557, -1.7251, -1.7502], [-0.3883, -2.3179, -0.1706], [-1.5636, -1.6920, -1.3428], [-1.1463, -0.3831, 1.6973], [-2.4126, -0.2958, 0.4375], [-0.5880, 0.5857, -1.1459], [-1.3406, 2.9150, 2.1629]]
}

2.
{
  "formula": "C6H12O",
  "method": "wB97M-V/def2-TZVPD",
  "max_force_ev_per_a": 0.6,
  "energy_ev": -8461.3844,
  "multiplicity": 1,
  "homo_ev": -8.531,
  "relative_energy_kj_mol": 286.5,
  "elements": ["C", "C", "C", "C", "O", "C", "C", "H", "H", "H", "H", "H", "H", "H", "H", "H", "H", "H", "H"],
  "coordinates": [[-0.8333, -1.5208, -0.9007], [-0.7326, -0.1337, -0.2650], [-1.2250, -0.1492, 1.1828], [0.2694, 2.7223, -0.6896], [0.6697, 1.7973, 0.1321], [0.6806, 0.4393, -0.4088], [1.7835, -0.3029, 0.3218], [-1.8758, -1.8562, -0.9150], [-0.4661, -1.5224, -1.9337], [-0.2584, -2.2627, -0.3333], [-1.3687, 0.5550, -0.8389], [-0.6875, -0.8939, 1.7821], [-2.2894, -0.4050, 1.2173], [-1.0971, 0.8284, 1.6585], [0.3135, 3.6358, -0.0434], [0.9144, 0.5416, -1.4742], [1.5802, -0.3617, 1.3956], [1.8822, -1.3199, -0.0703], [2.7405, 0.2088, 0.1828]]
}

3.
{
  "formula": "C6H12O",
  "method": "wB97M-V/def2-TZVPD",
  "max_force_ev_per_a": 1.7,
  "energy_ev": -8461.4276,
  "multiplicity": 1,
  "homo_ev": -9.348,
  "relative_energy_kj_mol": 282.4,
  "elements": ["C", "C", "O", "C", "C", "C", "C", "H", "H", "H", "H", "H", "H", "H", "H", "H", "H", "H", "H"],
  "coordinates": [[-0.7636, 0.7202, -1.9309], [-0.2151, 0.1266, -0.6453], [-0.7362, -1.2215, -0.6981], [1.2483, -0.1055, -0.3787], [0.6862, -1.1523, 1.1693], [0.0876, 0.0997, 1.7909], [-0.7114, 0.7771, 0.6464], [-0.3364, 0.1906, -2.7903], [-0.6227, 1.7955, -2.0504], [-1.8384, 0.4951, -1.9263], [0.0525, -1.7668, -0.8415], [1.8000, -0.2966, -1.3389], [1.7926, 0.7536, 0.0567], [-0.0909, -1.9606, 1.2529], [1.5945, -1.5739, 1.5594], [0.9407, 0.7052, 2.0973], [-0.5590, -0.0431, 2.6671], [-0.5437, 1.8622, 0.6450], [-1.7850, 0.5943, 0.7153]]
}

4.
{
  "formula": "C6H12O",
  "method": "wB97M-V/def2-TZVPD",
  "max_force_ev_per_a": 0.5,
  "energy_ev": -8459.2182,
  "multiplicity": 1,
  "homo_ev": -8.211,
  "relative_energy_kj_mol": 495.5,
  "elements": ["C", "C", "C", "C", "C", "C", "O", "H", "H", "H", "H", "H", "H", "H", "H", "H", "H", "H", "H"],
  "coordinates": [[-2.3635, 0.3122, -0.6123], [-1.6947, 0.6329, 0.7194], [0.1199, -1.2963, 0.8163], [1.2535, -0.4108, 0.8573], [2.3454, -0.9783, -0.0843], [1.8108, 0.3648, -0.3402], [1.0588, 0.5108, -1.5000], [-1.6261, 0.1230, -1.4013], [-2.9812, -0.5872, -0.5277], [-3.0100, 1.1312, -0.9426], [-2.4105, 0.9761, 1.4708], [-0.9102, 1.3935, 0.6255], [-0.1900, -1.3757, -0.2451], [-1.2447, -0.2761, 1.1765], [1.6224, -0.0913, 1.8314], [2.0307, -1.7637, -0.7645], [3.3285, -1.1062, 0.3540], [2.4392, 1.2175, -0.0768], [0.4217, 1.2236, -1.3564]]
}

5.
{
  "formula": "C6H12O",
  "method": "wB97M-V/def2-TZVPD",
  "max_force_ev_per_a": 0.4,
  "energy_ev": -8463.3334,
  "multiplicity": 1,
  "homo_ev": -9.542,
  "relative_energy_kj_mol": 98.5,
  "elements": ["C", "C", "O", "C", "C", "C", "C", "H", "H", "H", "H", "H", "H", "H", "H", "H", "H", "H", "H"],
  "coordinates": [[1.7226, -0.1482, -1.2722], [1.0950, 0.3004, 0.0319], [0.8497, 1.7191, 0.0448], [-0.5592, 1.5259, 0.2132], [-0.4030, -0.0028, 0.3204], [-0.6360, -0.5429, 1.7272], [-1.1748, -0.8142, -0.7109], [2.6806, 0.3648, -1.4035], [1.9102, -1.2285, -1.2679], [1.0922, 0.0990, -2.1325], [1.7514, 0.0153, 0.8689], [-1.1273, 1.8769, -0.6604], [-0.9392, 2.0294, 1.1119], [-0.0870, 0.0472, 2.4702], [-0.3022, -1.5852, 1.8050], [-1.7010, -0.5113, 1.9885], [-0.8562, -1.8638, -0.7083], [-1.0442, -0.4201, -1.7241], [-2.2473, -0.7918, -0.4801]]
}

6.
{
  "formula": "C6H12O",
  "method": "wB97M-V/def2-TZVPD",
  "max_force_ev_per_a": 0.6,
  "energy_ev": -8462.9553,
  "multiplicity": 1,
  "homo_ev": -9.325,
  "relative_energy_kj_mol": 134.9,
  "elements": ["C", "C", "C", "C", "H", "H", "H", "H", "H", "H", "H", "H", "C", "C", "O", "H", "H", "H", "H"],
  "coordinates": [[1.1191, -1.6489, 0.7325], [1.1259, -0.4441, 1.2898], [1.3514, 0.8722, 0.6104], [1.6840, 0.8063, -0.8669], [1.2770, -1.7862, -0.3284], [0.9234, -2.5605, 1.2897], [0.9509, -0.3711, 2.3604], [0.4435, 1.4890, 0.7646], [2.1266, 1.4470, 1.1365], [1.8310, 1.7990, -1.3014], [2.6041, 0.2378, -1.0221], [0.8992, 0.3003, -1.4330], [-2.4465, 0.2212, 0.1318], [-2.1758, -0.3380, -1.2267], [-1.1575, -0.8792, -1.5814], [-1.5578, 0.1106, 0.7518], [-3.2900, -0.2862, 0.6153], [-2.7147, 1.2779, 0.0404], [-2.9937, -0.2470, -1.9631]]
}